No. 1
DFT (ωB97M-V with the def2-TZVPD basis set) results for the molecule C22H29N3O4.

```
58
Properties=species:S:1:pos:R:3:mulliken_charge:R:1
C 3.215 -1.875 -4.485 -1.4376
C 2.750 -1.039 -3.302 -0.3680
O 2.640 -1.906 -2.189 -0.3522
C 2.312 -1.388 -0.972 0.6464
C 1.986 -0.050 -0.765 -0.3621
C 1.686 0.409 0.505 -1.0946
C 1.713 -0.451 1.593 -0.4470
C 2.019 -1.792 1.404 0.5968
C 2.313 -2.275 0.115 1.1932
O 2.666 -3.596 0.026 -0.5975
C 1.987 -4.403 -0.922 -0.1643
C 0.482 -4.439 -0.682 -1.0884
H 0.017 -5.154 -1.355 0.4096
H 0.277 -4.730 0.346 0.2663
H 0.048 -3.456 -0.857 0.2699
H 2.200 -4.067 -1.942 0.1273
H 2.419 -5.396 -0.776 0.3849
O 2.050 -2.724 2.390 -0.4033
C 1.893 -2.309 3.730 -0.2786
C 2.087 -3.532 4.613 -1.4535
H 3.076 -3.950 4.448 0.3240
H 1.348 -4.289 4.365 0.3304
H 1.982 -3.257 5.658 0.4288
H 2.637 -1.539 3.979 0.3859
H 0.888 -1.887 3.884 0.3388
H 1.502 -0.062 2.577 0.5662
C 1.401 1.865 0.710 -0.1354
O 2.274 2.711 0.683 -0.6883
N 0.101 2.171 0.945 0.2667
C -0.285 3.556 1.110 -1.3094
H 0.595 4.162 0.881 0.4670
C -1.433 3.909 0.172 -0.6315
N -2.559 3.032 0.418 0.2018
C -3.721 3.138 -0.285 0.8020
N -4.645 2.201 -0.050 -0.3207
C -5.803 2.273 -0.681 -0.3996
C -6.130 3.268 -1.582 -0.5167
C -5.172 4.243 -1.835 -0.5025
C -3.955 4.188 -1.192 -0.5795
H -3.205 4.936 -1.387 0.3058
H -5.376 5.040 -2.536 0.4017
H -7.092 3.285 -2.069 0.3679
H -6.501 1.480 -0.440 0.3925
C -2.298 1.865 1.228 -1.1622
H -2.263 2.140 2.288 0.2093
C -0.982 1.211 0.817 -0.2797
H -1.055 0.866 -0.222 0.2731
H -0.789 0.340 1.449 0.4746
H -3.130 1.176 1.077 0.4706
H -1.725 4.952 0.345 0.5791
H -1.092 3.815 -0.870 0.4408
H -0.576 3.746 2.149 0.2707
H 1.983 0.651 -1.584 0.5221
H 3.477 -0.245 -3.089 0.4005
H 1.777 -0.579 -3.522 0.3860
H 2.487 -2.653 -4.702 0.3073
H 4.166 -2.345 -4.254 0.3164
H 3.331 -1.243 -5.360 0.4482
```

relative energy (zero: lowest compared OMol25 entry of this formula, charge and spin): 35.1 kcal per mole


No. 2
DFT (ωB97M-V with the def2-TZVPD basis set) results for a cluster of 11 separate species, C25H35B2Cl41NO8P2 in total at a distorted geometry.

```
114
Properties=species:S:1:pos:R:3:mulliken_charge:R:1
C 3.905 -4.364 4.323 -0.9097
C 4.843 -2.983 4.304 -0.0205
C 5.747 -2.894 2.916 -0.2499
C 4.965 -2.057 1.731 0.0022
C 3.613 -2.837 1.171 -0.2458
C 3.137 -2.174 -0.275 -0.3563
C 1.523 -2.521 -0.439 -0.6612
C 0.600 -1.231 -0.851 -0.9520
C 0.066 -0.324 0.405 1.3015
B 0.827 -0.386 1.862 0.7114
O 2.247 0.100 1.962 -0.2985
O 0.225 -0.929 3.106 -0.9508
C 1.162 -0.850 4.240 0.4280
O 0.126 1.132 0.095 -0.8537
B -1.117 1.899 0.452 0.7083
P -1.771 2.922 -1.029 -0.0554
O -0.639 2.632 -2.355 -0.0642
Cl -3.594 2.022 -1.641 -0.3085
P -1.050 3.115 1.937 0.6824
O 0.065 2.783 3.009 -0.5628
O -2.576 3.192 2.826 -0.5785
O -0.701 4.744 1.356 -0.5197
O -1.963 0.795 1.008 -0.0411
C -1.566 -0.520 0.410 -1.2141
N -2.166 -1.778 1.027 -0.1192
C -3.705 -1.745 0.922 -0.2379
C -4.236 -2.945 1.951 -0.5073
C -5.854 -2.718 2.176 -0.4109
C -6.694 -2.424 0.792 -0.5306
H 3.611 -4.728 3.242 0.2121
H 2.947 -4.225 4.983 0.2239
H 4.616 -5.214 4.761 0.3061
H 5.591 -3.086 5.226 0.2891
H 4.219 -2.003 4.477 -0.1082
H 6.022 -3.994 2.551 -0.0299
H 6.778 -2.378 3.196 0.1825
H 4.646 -0.962 2.083 -0.1925
H 5.680 -1.933 0.809 0.3183
H 3.853 -3.973 0.929 0.3894
H 2.732 -2.837 1.971 -0.0870
H 3.800 -2.579 -1.151 0.4222
H 3.281 -1.016 -0.160 0.0495
H 1.100 -3.144 0.485 0.2020
H 1.464 -3.277 -1.361 0.4072
H 1.144 -0.604 -1.705 0.2692
H -0.374 -1.673 -1.381 0.3308
H 2.450 0.741 1.217 0.2235
H 0.663 -1.209 5.263 0.0858
H 2.071 -1.557 4.007 -0.1995
H 1.528 0.263 4.465 -0.1620
H -0.353 3.566 -2.641 0.0327
H -3.274 2.671 2.295 0.3213
H 0.254 4.685 1.033 0.2795
H -2.086 -0.474 -0.653 0.3506
H -1.991 -1.821 2.057 0.2113
H -4.063 -0.730 1.415 0.0728
H -4.072 -1.889 -0.181 0.1936
H -3.694 -2.897 2.998 0.2915
H -4.047 -3.998 1.461 0.2196
H -6.285 -3.735 2.612 0.3129
H -6.024 -1.801 2.915 0.2572
H -6.708 -1.271 0.499 -0.1509
H -6.283 -2.989 -0.153 0.2498
H -7.821 -2.722 0.970 0.3319
C -2.021 1.531 -5.728 0.0121
Cl -1.967 0.287 -4.453 -0.0203
Cl -2.124 0.743 -7.323 0.0043
Cl -3.448 2.569 -5.485 -0.0310
Cl -0.543 2.524 -5.650 -0.0032
C -2.921 5.478 -8.198 0.2275
Cl -1.935 6.490 -7.111 -0.0738
Cl -2.672 6.000 -9.883 -0.1118
Cl -2.434 3.773 -8.025 0.0575
Cl -4.642 5.651 -7.770 -0.1095
C -4.121 0.407 -10.723 0.2689
Cl -4.689 0.292 -12.408 -0.1101
Cl -4.118 2.114 -10.212 -0.0003
Cl -5.207 -0.529 -9.665 -0.0477
Cl -2.468 -0.250 -10.608 -0.0990
C 9.079 -4.989 1.721 0.3537
Cl 10.307 -6.138 1.131 -0.1168
Cl 9.787 -3.356 1.806 -0.0941
Cl 7.691 -4.978 0.605 -0.0814
Cl 8.533 -5.485 3.343 -0.0936
C 0.679 6.771 -2.625 0.2909
Cl -0.760 7.627 -3.235 -0.0966
Cl 1.116 5.465 -3.755 -0.0948
Cl 2.038 7.916 -2.488 -0.1138
Cl 0.323 6.077 -1.023 -0.0248
C 4.879 2.659 3.506 0.0342
Cl 5.896 2.588 2.045 -0.1305
Cl 5.273 4.129 4.433 -0.0943
Cl 3.162 2.697 3.033 0.0942
Cl 5.186 1.222 4.513 0.0232
C -7.721 2.263 -0.442 0.2623
Cl -7.981 0.505 -0.568 -0.0965
Cl -6.270 2.579 0.544 0.0012
Cl -7.492 2.948 -2.071 -0.0868
Cl -9.138 3.020 0.328 -0.1177
C 8.362 2.076 6.735 0.2981
Cl 8.101 0.318 6.609 -0.0775
Cl 9.812 2.392 7.720 -0.1161
Cl 8.590 2.760 5.106 -0.0719
Cl 6.944 2.833 7.504 -0.0724
C 0.862 0.273 8.162 0.2652
Cl 2.049 -1.007 7.805 -0.0915
Cl -0.679 -0.469 8.661 -0.1037
Cl 1.478 1.304 9.479 -0.1189
Cl 0.600 1.264 6.705 0.0316
C -8.438 -1.841 -11.594 0.3301
Cl -8.900 -1.055 -10.063 -0.0836
Cl -8.098 -0.596 -12.822 -0.0790
Cl -6.981 -2.833 -11.335 -0.0781
Cl -9.773 -2.880 -12.154 -0.1054
```

net charge: -1


Summary of highest occupied orbital energy in eV
-7.97 -5.20
(order as listed above)
Summary of gap between HOMO and LUMO in eV
8.562 6.272
(order as listed above)